1.
Formula: C30H24AsBr4F9N4O6SSbTa
Source: the Open Molecules 2025 dataset
Level of theory: ωB97M-V/def2-TZVPD

Positions of all 81 atoms, in Å:
Ta1 -1.434 0.417 1.401
O1 -2.613 1.480 3.474
S1 -1.133 1.032 3.680
O2 -0.666 1.285 4.970
O3 -0.491 1.729 2.543
O4 -1.072 -0.357 3.169
Br1 0.727 7.076 -1.007
C1 -0.110 5.440 -0.644
C2 -1.525 5.333 -0.736
Br2 -2.535 6.784 -1.309
C3 -2.175 4.136 -0.392
Br3 -4.037 3.940 -0.527
C4 -1.425 3.063 0.035
O5 -1.924 1.913 0.457
C5 0.025 3.098 0.004
O6 0.625 2.026 0.230
C6 0.648 4.344 -0.302
Br4 2.513 4.410 -0.196
C7 -0.838 0.631 -2.245
N1 -1.006 0.329 -3.649
C8 -2.345 0.751 -4.066
N2 -3.363 0.058 -3.285
C9 -3.195 0.359 -1.879
N3 -1.843 -0.059 -1.390
C10 -1.734 -1.525 -1.657
N4 -1.898 -1.828 -3.061
C11 -0.884 -1.118 -3.838
C12 -3.227 -1.384 -3.487
H1 -0.945 1.710 -2.106
H2 0.164 0.330 -1.937
H3 -2.477 0.526 -5.125
H4 -2.445 1.829 -3.916
H5 -3.954 -0.172 -1.305
H6 -3.318 1.429 -1.714
H7 -2.512 -2.028 -1.086
H8 -0.754 -1.881 -1.320
H9 -1.010 -1.350 -4.895
H10 0.109 -1.439 -3.516
H11 -3.985 -1.904 -2.899
H12 -3.366 -1.622 -4.542
F1 1.785 -6.752 1.755
C13 1.571 -5.447 1.580
C14 0.271 -4.980 1.527
C15 0.056 -3.623 1.335
C16 1.136 -2.757 1.198
C17 2.439 -3.253 1.273
C18 2.663 -4.602 1.460
Sb1 0.960 -0.633 0.899
C19 2.395 -0.086 2.405
C20 3.664 0.362 2.049
C21 4.615 0.617 3.023
C22 4.281 0.427 4.352
F2 5.197 0.674 5.289
C23 3.031 -0.025 4.731
C24 2.092 -0.291 3.749
C25 2.180 -0.478 -0.866
C26 2.843 0.698 -1.208
C27 3.662 0.739 -2.323
C28 3.794 -0.402 -3.095
F3 4.559 -0.361 -4.186
C29 3.148 -1.584 -2.774
C30 2.341 -1.617 -1.649
H13 -0.551 -5.673 1.636
H14 -0.959 -3.254 1.300
H15 3.271 -2.565 1.173
H16 3.664 -5.006 1.518
H17 3.913 0.505 1.007
H18 5.612 0.945 2.764
H19 2.807 -0.185 5.777
H20 1.132 -0.671 4.064
H21 2.710 1.591 -0.616
H22 4.194 1.641 -2.595
H23 3.286 -2.456 -3.398
H24 1.849 -2.541 -1.371
F4 -1.915 -1.332 0.999
As1 -4.124 0.752 2.757
F5 -4.860 0.820 4.303
F6 -4.469 2.326 2.176
F7 -5.655 0.166 2.190
F8 -3.674 0.371 0.926
F9 -3.484 -0.851 2.935

Results
- DFT total energy (eV) = -434129.6660
- energy above the lowest of the compared OMol25 structures with the same formula, charge and spin (eV) = 5.506
- spin multiplicity = 2
- expectation value of S² = 0.78
- LUMO (spin up / spin down) (eV) = -5.04 / -6.07
- gap between HOMO and LUMO (spin up / spin down) (eV) = 6.34 / 5.31
- total charge = +1

=====

2.
Formula: C30H24AsIrN3O7
Source: the Open Molecules 2025 dataset
Level of theory: ωB97M-V/def2-TZVPD

Positions of all 66 atoms, in Å:
Ir1 -0.492 -0.044 -0.551
O1 -0.851 -2.810 2.313
C1 -0.507 -1.798 1.737
O2 -1.303 -0.898 1.247
C2 0.970 -1.476 1.601
C3 1.900 -2.100 2.446
C4 3.214 -1.746 2.343
C5 3.604 -0.769 1.402
C6 4.944 -0.352 1.246
C7 5.275 0.590 0.316
C8 4.277 1.174 -0.489
C9 2.967 0.811 -0.347
C10 2.602 -0.187 0.581
N1 1.303 -0.578 0.701
H1 1.533 -2.836 3.146
H2 3.966 -2.199 2.977
H3 5.701 -0.804 1.874
H4 6.304 0.899 0.197
H5 4.552 1.914 -1.228
H6 2.196 1.281 -0.942
C11 0.564 2.931 4.903
C12 0.092 3.912 4.040
C13 -0.357 3.581 2.780
C14 -0.347 2.243 2.346
C15 0.123 1.266 3.222
C16 0.573 1.610 4.484
N2 -0.819 1.905 1.076
N3 -1.466 2.773 0.463
C17 -1.948 2.521 -0.781
C18 -2.630 3.553 -1.443
C19 -3.121 3.363 -2.715
C20 -2.951 2.135 -3.346
C21 -2.281 1.107 -2.696
C22 -1.770 1.270 -1.419
H7 0.910 3.197 5.892
H8 0.067 4.946 4.358
H9 -0.730 4.335 2.104
H10 0.093 0.232 2.938
H11 0.921 0.833 5.152
H12 -2.737 4.500 -0.931
H13 -3.633 4.167 -3.225
H14 -3.331 1.977 -4.346
H15 -2.135 0.166 -3.213
O3 3.865 -2.427 -4.390
C23 2.927 -2.069 -3.734
C24 2.411 -0.635 -3.609
O4 2.898 0.320 -4.176
C25 1.295 -0.700 -2.679
C26 1.062 -2.025 -2.236
O5 0.169 -2.332 -1.399
C27 2.053 -2.941 -2.859
O6 2.183 -4.128 -2.683
O7 0.605 0.309 -2.240
C28 -3.841 -1.826 -2.401
As1 -2.665 -1.757 -0.826
C29 -3.988 -1.359 0.547
C30 -2.378 -3.653 -0.517
H16 -4.641 -2.544 -2.227
H17 -3.278 -2.126 -3.283
H18 -4.269 -0.839 -2.572
H19 -4.962 -1.749 0.256
H20 -4.046 -0.284 0.706
H21 -3.656 -1.822 1.473
H22 -3.350 -4.131 -0.392
H23 -1.785 -3.786 0.385
H24 -1.848 -4.092 -1.359

Results
- DFT total energy (eV) = -113976.2380
- energy above the lowest of the compared OMol25 structures with the same formula, charge and spin (eV) = 4.063
- spin multiplicity = 2
- expectation value of S² = 0.76
- LUMO (spin up / spin down) (eV) = -2.30 / -2.25
- gap between HOMO and LUMO (spin up / spin down) (eV) = 5.08 / 5.05

=====

3.
Formula: C30H24BCoF8N6O5S2
Source: the Open Molecules 2025 dataset
Level of theory: ωB97M-V/def2-TZVPD

Positions of all 77 atoms, in Å:
Co1 -0.662 -0.302 0.742
C1 -0.885 -3.544 -1.788
C2 -0.967 -2.174 -1.541
N1 -0.667 -1.938 -0.270
N2 -0.398 -3.114 0.320
C3 -0.525 -4.100 -0.576
B1 -0.186 -3.114 1.844
N3 0.997 -2.173 2.135
C4 2.197 -2.344 2.705
C5 2.834 -1.116 2.752
C6 1.929 -0.222 2.178
N4 0.835 -0.880 1.820
N5 -1.435 -2.426 2.440
C7 -2.283 -2.824 3.399
C8 -3.198 -1.817 3.626
C9 -2.835 -0.800 2.744
N6 -1.779 -1.184 2.038
H1 -1.070 -4.053 -2.716
H2 -1.239 -1.362 -2.193
H3 -0.364 -5.124 -0.284
H4 -0.020 -4.212 2.284
H5 2.503 -3.317 3.049
H6 3.806 -0.896 3.156
H7 2.005 0.838 2.002
H8 -2.171 -3.796 3.848
H9 -4.016 -1.816 4.324
H10 -3.272 0.171 2.577
F1 0.075 3.558 3.447
C10 -1.209 3.181 3.399
F2 -1.419 2.284 4.364
F3 -1.971 4.246 3.632
S1 -1.609 2.470 1.751
O1 -2.986 2.078 1.833
O2 -1.250 3.489 0.809
O3 -0.641 1.329 1.784
F4 -7.213 0.945 -1.467
C11 -5.902 0.801 -1.245
C12 -5.023 1.833 -1.522
F5 -5.486 2.982 -2.021
C13 -3.672 1.676 -1.288
F6 -2.848 2.688 -1.591
C14 -3.134 0.499 -0.754
O4 -1.831 0.414 -0.568
C15 -4.043 -0.539 -0.537
F7 -3.599 -1.737 -0.117
C16 -5.400 -0.390 -0.756
F8 -6.229 -1.411 -0.515
O5 0.777 0.442 -0.408
S2 0.545 1.016 -1.805
C17 2.137 0.641 -2.586
C18 2.361 -0.842 -2.637
C19 2.032 -1.572 -3.774
C20 2.259 -2.940 -3.819
C21 2.796 -3.590 -2.718
C22 3.109 -2.869 -1.573
C23 2.899 -1.499 -1.535
C24 0.718 2.817 -1.610
C25 2.022 3.247 -1.012
C26 2.230 3.188 0.363
C27 3.453 3.561 0.903
C28 4.480 3.998 0.078
C29 4.277 4.073 -1.293
C30 3.055 3.699 -1.831
H11 2.901 1.140 -1.992
H12 2.101 1.080 -3.585
H13 1.613 -1.065 -4.635
H14 2.012 -3.498 -4.713
H15 2.970 -4.658 -2.751
H16 3.525 -3.371 -0.710
H17 3.139 -0.936 -0.641
H18 -0.145 3.076 -0.995
H19 0.576 3.227 -2.613
H20 1.426 2.862 1.003
H21 3.596 3.521 1.976
H22 5.431 4.293 0.502
H23 5.067 4.426 -1.942
H24 2.896 3.776 -2.902

Results
- DFT total energy (eV) = -132394.0341
- energy above the lowest of the compared OMol25 structures with the same formula, charge and spin (eV) = 0.000
- spin multiplicity = 1
- LUMO (eV) = -0.19
- gap between HOMO and LUMO (eV) = 7.93

=====

4.
Formula: C30H24BeN7O2
Source: the Open Molecules 2025 dataset
Level of theory: ωB97M-V/def2-TZVPD

Positions of all 64 atoms, in Å:
Be1 -0.229 -0.158 -0.067
C1 4.248 -1.606 0.021
C2 4.939 -0.419 0.241
C3 4.253 0.763 0.117
C4 2.889 0.750 -0.212
N1 2.197 -0.390 -0.335
C5 2.901 -1.532 -0.248
N2 2.331 1.991 -0.438
C6 1.092 2.252 -0.613
N3 -0.060 1.464 -0.507
C7 -1.142 2.330 -0.524
N4 -2.378 2.101 -0.255
C8 -2.896 0.840 -0.096
C9 -4.238 0.776 0.312
C10 -4.903 -0.422 0.295
C11 -4.221 -1.552 -0.160
C12 -2.893 -1.423 -0.478
N5 -2.195 -0.270 -0.400
C13 -0.684 3.698 -0.817
C14 -1.383 4.879 -0.984
C15 -0.637 6.023 -1.234
C16 0.756 5.976 -1.299
C17 1.445 4.783 -1.117
C18 0.690 3.650 -0.882
H1 4.742 -2.567 0.054
H2 5.993 -0.425 0.489
H3 4.730 1.725 0.238
H4 2.357 -2.453 -0.405
H5 -4.718 1.702 0.591
H6 -5.939 -0.485 0.599
H7 -4.710 -2.509 -0.262
H8 -2.356 -2.296 -0.810
H9 -2.463 4.901 -0.926
H10 -1.142 6.969 -1.378
H11 1.308 6.886 -1.493
H12 2.525 4.734 -1.159
O1 0.074 -2.319 6.171
C19 0.009 -0.931 5.929
C20 -0.044 -0.695 4.447
C21 -0.095 0.601 3.945
C22 -0.148 0.795 2.579
N6 -0.151 -0.226 1.724
C23 -0.091 -1.477 2.198
C24 -0.040 -1.755 3.549
C25 -0.061 -2.496 1.119
C26 0.006 -3.864 1.322
C27 0.044 -4.708 0.223
C28 0.094 -6.209 0.390
O2 0.232 -6.621 1.728
C29 0.012 -4.140 -1.049
C30 -0.057 -2.770 -1.170
N7 -0.094 -1.962 -0.106
H13 0.089 -2.477 7.119
H14 0.884 -0.410 6.333
H15 -0.882 -0.484 6.383
H16 -0.094 1.457 4.606
H17 -0.191 1.787 2.149
H18 0.007 -2.767 3.921
H19 0.017 -4.284 2.317
H20 0.883 -6.615 -0.249
H21 -0.850 -6.621 0.027
H22 1.163 -6.645 1.968
H23 0.043 -4.757 -1.939
H24 -0.079 -2.287 -2.140

Results
- DFT total energy (eV) = -46426.4983
- spin multiplicity = 1
- LUMO (eV) = -3.46
- gap between HOMO and LUMO (eV) = 7.01
- total charge = +1

=====

5.
Formula: C30H24BrCaN11O4
Source: the Open Molecules 2025 dataset
Level of theory: ωB97M-V/def2-TZVPD

Positions of all 71 atoms, in Å:
Ca1 -0.036 -0.728 0.027
O1 -2.749 -4.831 5.309
C1 -3.389 -3.863 4.874
O2 -4.565 -3.499 5.050
C2 -2.583 -2.942 3.913
C3 -3.197 -1.849 3.312
C4 -2.481 -1.083 2.418
N1 -1.213 -1.348 2.078
C5 -0.603 -2.377 2.694
C6 -1.247 -3.183 3.616
C7 0.852 -2.619 2.313
O3 1.618 -3.106 3.120
O4 1.178 -2.225 1.111
H1 -4.229 -1.641 3.561
H2 -2.937 -0.228 1.928
H3 -0.734 -4.006 4.094
N2 2.568 1.649 -1.523
C8 3.077 0.355 -1.453
C9 4.466 0.215 -1.549
C10 5.014 -1.044 -1.471
C11 4.169 -2.140 -1.332
C12 2.816 -1.905 -1.248
N3 2.263 -0.681 -1.284
C13 1.328 2.107 -1.934
C14 1.010 3.451 -1.692
C15 -0.190 3.935 -2.157
C16 -1.054 3.081 -2.836
C17 -0.665 1.767 -2.985
N4 0.497 1.271 -2.547
H4 3.235 2.369 -1.301
H5 5.088 1.089 -1.691
H6 6.087 -1.175 -1.534
H7 4.547 -3.150 -1.272
H8 2.127 -2.726 -1.100
H9 1.694 4.082 -1.139
H10 -0.459 4.970 -1.985
H11 -2.002 3.423 -3.226
H12 -1.310 1.057 -3.489
N5 2.740 0.211 1.849
C18 1.984 1.313 1.822
N6 2.412 2.397 2.472
C19 1.573 3.427 2.454
N7 1.970 4.563 3.054
N8 0.348 3.441 1.885
C20 0.045 2.336 1.232
N9 0.834 1.274 1.104
C21 -1.323 2.278 0.614
C22 -2.223 3.307 0.858
C23 -3.502 3.207 0.339
C24 -3.842 2.088 -0.404
C25 -2.880 1.113 -0.597
N10 -1.646 1.201 -0.101
H13 3.514 0.214 2.493
H14 2.350 -0.698 1.586
H15 2.806 4.543 3.610
H16 1.298 5.297 3.186
H17 -1.911 4.148 1.457
H18 -4.229 3.987 0.522
H19 -4.833 1.960 -0.816
H20 -3.104 0.217 -1.165
Br1 -2.267 -3.487 -0.334
C26 -1.465 -3.190 -2.016
C27 -1.690 -4.091 -3.046
C28 -1.076 -3.843 -4.259
C29 -0.270 -2.721 -4.395
C30 -0.108 -1.886 -3.307
N11 -0.703 -2.112 -2.125
H21 -2.320 -4.952 -2.885
H22 -1.223 -4.522 -5.089
H23 0.232 -2.496 -5.325
H24 0.516 -1.000 -3.345

Results
- DFT total energy (eV) = -144569.1906
- energy above the lowest of the compared OMol25 structures with the same formula, charge and spin (eV) = 0.127
- spin multiplicity = 1
- LUMO (eV) = -1.01
- gap between HOMO and LUMO (eV) = 5.84

=====

6.
Formula: C30H24Cl2N6O5Pd
Source: the Open Molecules 2025 dataset
Level of theory: ωB97M-V/def2-TZVPD

Positions of all 68 atoms, in Å:
Pd1 0.103 -0.063 0.023
C1 -3.800 2.644 -0.101
C2 -2.313 2.488 0.202
O1 -1.981 1.962 1.258
C3 -1.415 3.005 -0.799
C4 -0.047 2.816 -0.838
C5 0.776 3.717 -1.729
N1 0.595 1.874 -0.144
N2 1.976 2.049 -0.034
C6 2.553 1.001 0.436
O2 1.958 -0.130 0.730
C7 4.020 1.052 0.668
C8 4.731 -0.131 0.855
C9 6.104 -0.107 1.056
C10 6.788 1.100 1.079
C11 6.083 2.286 0.901
C12 4.713 2.263 0.698
H1 -4.103 1.818 -0.751
H2 -4.022 3.582 -0.616
H3 -4.365 2.575 0.828
H4 -1.850 3.612 -1.585
H5 0.120 4.370 -2.303
H6 1.396 3.123 -2.403
H7 1.456 4.322 -1.129
H8 4.181 -1.063 0.840
H9 6.643 -1.038 1.194
H10 7.860 1.120 1.238
H11 6.607 3.235 0.924
H12 4.151 3.176 0.555
Cl1 -0.763 -7.764 -2.686
C13 -1.668 -6.410 -2.032
C14 -2.652 -5.836 -2.812
C15 -3.344 -4.739 -2.325
C16 -3.091 -4.260 -1.048
C17 -2.153 -4.905 -0.255
Cl2 -2.045 -4.450 1.416
C18 -1.357 -5.951 -0.744
N3 -0.330 -6.533 -0.027
C19 0.505 -5.867 0.914
C20 0.673 -6.442 2.171
C21 1.470 -5.831 3.121
C22 2.081 -4.618 2.823
C23 1.931 -4.062 1.566
C24 1.175 -4.688 0.575
C25 1.154 -4.092 -0.807
C26 0.531 -2.684 -0.969
O3 0.586 -2.198 -2.100
O4 0.065 -2.152 0.093
H13 -2.845 -6.232 -3.800
H14 -4.104 -4.237 -2.914
H15 -4.320 -3.386 0.447
H16 -0.044 -7.447 -0.328
H17 0.141 -7.358 2.397
H18 1.585 -6.279 4.101
H19 2.673 -4.105 3.572
H20 2.389 -3.107 1.334
H21 0.675 -4.750 -1.529
H22 2.186 -3.958 -1.140
N4 -2.332 -1.499 -2.574
C27 -2.403 -1.065 -1.293
O5 -1.719 -0.054 -1.006
C28 -3.226 -1.753 -0.314
C29 -3.475 -1.157 0.962
N5 -3.731 -0.792 2.023
C30 -3.874 -3.066 -0.523
N6 -4.627 -2.219 -1.253
H23 -2.765 -2.380 -2.795
H24 -1.408 -1.336 -2.955

Results
- DFT total energy (eV) = -79202.4834
- energy above the lowest of the compared OMol25 structures with the same formula, charge and spin (eV) = 3.332
- spin multiplicity = 1
- LUMO (eV) = 3.91
- gap between HOMO and LUMO (eV) = 5.13
- total charge = -2